The following is a DFT calculation (ωB97M-V with the def2-TZVPD basis set) of C31H35CoF9N4OP2 as an isolated structure in a non-equilibrium geometry.

The geometry in XYZ format:
```
83
Properties=species:S:1:pos:R:3:forces:R:3
Co -1.169889 1.971847 -0.104716 -2.6 1.5 0.3
C -2.381292 -2.235179 4.182003 0.2 0.3 -0.1
C -1.288407 -1.557096 3.839315 -0.2 0.8 0.4
C -0.595187 -1.464639 2.508563 0.6 0.2 0.2
C -1.470255 -1.549587 1.244562 0.4 0.1 0.2
C -1.473035 -2.958267 0.675329 -0.5 0.6 -0.7
C -1.768966 -4.069289 1.347706 0.5 -0.4 -1.1
C -2.112851 -4.285402 2.779459 -0.2 -0.7 0.3
C -3.096846 -3.278402 3.372818 -0.1 -0.3 0.6
C -2.501705 3.321462 -1.042408 0.2 0.3 -1.7
H -2.750119 -2.129335 5.195617 0.1 0.2 0.0
H -0.845722 -0.883252 4.587038 -0.3 -0.4 -0.1
H 0.147470 -2.278536 2.455034 0.0 0.3 -0.1
H -0.017388 -0.510397 2.507370 -0.4 -0.6 0.0
H -2.491144 -1.204202 1.492281 0.4 0.0 -0.3
H -1.021983 -0.835815 0.495782 -0.5 -0.6 0.3
H -1.297664 -2.990589 -0.416061 -0.1 -0.3 0.6
H -1.841477 -4.997519 0.763186 0.4 0.4 0.0
H -1.237578 -4.389542 3.470479 -0.5 0.2 -0.7
H -2.585728 -5.277921 2.770712 0.0 0.2 0.3
H -3.804928 -2.900569 2.619616 0.3 0.1 0.1
H -3.701043 -3.826922 4.101119 -0.1 0.0 -0.2
H -3.513949 2.889530 -0.963866 0.7 0.0 -0.1
H -2.236609 3.448985 -2.102544 0.0 -0.2 0.0
H -2.538104 4.322916 -0.585365 0.4 -0.7 0.0
P 0.092759 0.506651 -2.349866 2.5 -2.3 -4.9
P 2.453462 0.689985 0.776309 4.2 -1.1 0.3
N -0.246333 -1.068409 -3.131103 -1.0 0.0 0.3
N 0.909581 1.077078 -3.987712 -0.8 0.9 0.7
N 3.247772 -0.911846 0.638013 -0.4 -0.5 0.9
N 4.120345 1.492046 1.041741 -0.4 0.8 -0.2
C 1.670313 -0.102335 -1.711622 0.4 0.4 0.6
C 2.445663 1.020997 -1.002865 0.3 0.3 -0.5
C -1.518162 -1.391914 -3.593840 0.4 -1.4 -0.3
C -1.478648 -2.642035 -4.219523 0.7 1.4 0.7
C -0.116734 -3.089183 -4.190434 0.0 2.0 1.0
C 0.620504 -2.088789 -3.546868 -1.0 -1.0 -0.2
C 0.447968 2.167650 -4.707253 0.7 0.3 -0.8
C 1.226511 2.348320 -5.863104 -0.5 -0.6 1.2
C 2.200199 1.297683 -5.870059 -1.1 -0.3 1.5
C 1.959624 0.525302 -4.724494 0.4 0.6 -0.4
C 3.137822 -1.887319 1.645494 0.5 -0.6 -1.3
C 3.787050 -3.046368 1.232865 -0.4 1.3 0.1
C 4.363258 -2.776141 -0.044732 -0.4 1.2 0.1
C 4.050789 -1.457664 -0.363069 -0.2 -0.9 0.3
C 5.334858 1.005932 1.538471 0.1 0.8 -0.2
C 6.324941 1.984668 1.379701 -1.3 -0.6 0.0
C 5.700724 3.111026 0.764293 -0.8 -0.3 0.0
C 4.364468 2.784722 0.568267 0.7 -0.4 0.5
H 2.337243 -0.443687 -2.515098 -0.7 0.0 0.3
H 1.445649 -0.969063 -1.070850 0.2 0.2 -0.1
H 3.492484 1.063113 -1.387775 -0.9 0.2 0.4
H 1.994822 2.021267 -1.152519 0.2 -0.3 -0.1
H -2.325825 -0.699824 -3.440425 -0.2 0.0 0.0
H -2.309315 -3.157763 -4.653036 -0.3 -0.1 -0.1
H 0.280437 -4.004804 -4.581331 0.1 -0.1 -0.1
H 1.675659 -2.082527 -3.348190 -0.1 0.0 0.1
H -0.406834 2.726533 -4.341087 0.2 0.0 -0.1
H 1.104177 3.122966 -6.612375 -0.1 -0.2 0.2
H 2.970008 1.116272 -6.609932 -0.2 0.0 0.2
H 2.485417 -0.367462 -4.415026 -0.1 0.2 -0.1
H 2.649175 -1.652257 2.564540 -0.3 0.0 0.3
H 3.862881 -3.958566 1.796050 0.0 0.0 0.1
H 4.953764 -3.459440 -0.648992 -0.2 0.3 0.1
H 4.327916 -0.897182 -1.233336 0.0 0.1 -0.1
H 5.413673 0.017816 1.962932 -0.1 0.0 -0.1
H 7.368827 1.900098 1.667575 -0.4 -0.1 0.0
H 6.163874 4.059630 0.505636 -0.1 -0.3 0.0
H 3.564386 3.351382 0.128184 0.0 0.2 0.0
F -3.107941 1.226125 3.658215 -0.1 0.9 0.1
C -3.396350 2.541293 3.489209 -0.3 -0.1 -0.3
F -4.479317 2.842884 4.275685 1.4 -0.4 -0.5
F -2.340458 3.271240 3.911391 -0.6 -0.7 -0.1
C -3.680724 2.839391 1.945780 -2.0 -0.5 1.2
O -2.627672 2.677121 1.162942 0.8 -0.1 1.4
C -4.877631 1.866313 1.467514 0.4 0.2 0.5
F -5.824158 1.639570 2.423393 0.7 -0.1 -1.3
F -5.468585 2.395193 0.354810 0.2 -0.7 0.9
F -4.340361 0.675576 1.125748 -0.5 0.4 0.0
C -4.428625 4.280298 2.011214 0.1 0.3 -0.2
F -5.744051 4.177174 2.399636 1.5 0.2 -0.4
F -3.817200 5.120768 2.881899 -0.4 -0.4 -0.6
F -4.419676 4.878215 0.805985 0.0 -0.2 0.5
```
Positions in Å, forces in eV/Å.

Properties
⟨S²⟩: 3.76
Kohn-Sham gap (alpha / beta), eV: 6.721 / 6.838
Spin multiplicity: 4
Relative energy (zero: lowest compared OMol25 entry of this formula, charge and spin), eV: 1.5967
HOMO energy (alpha / beta), eV: -8.5929 / -8.5929